(1)
A 3-piece molecular cluster, C12H22BrN4 overall at a distorted geometry. Source: the Open Molecules 2025 dataset; level of theory: wB97M-V/def2-TZVPD.

Geometry (Å):
C1 -17.27 6.89 -7.08
C2 -18.27 6.37 -6.06
N1 -19.53 5.89 -6.67
C3 -19.57 4.95 -7.67
C4 -20.87 4.83 -8.03
N2 -21.58 5.75 -7.29
C5 -20.73 6.41 -6.50
C6 -23.00 6.05 -7.36
H1 -16.28 6.93 -6.63
H2 -17.58 7.91 -7.33
H3 -17.29 6.29 -7.98
H4 -18.54 7.11 -5.30
H5 -17.89 5.51 -5.51
H6 -18.70 4.34 -7.85
H7 -21.43 4.14 -8.64
H8 -21.03 7.29 -5.96
H9 -23.18 7.00 -7.86
H10 -23.47 6.02 -6.38
H11 -23.50 5.32 -7.99
C7 -22.77 8.27 -12.14
C8 -21.25 8.40 -12.34
N3 -20.50 7.22 -11.90
C9 -19.25 7.28 -11.30
C10 -18.83 6.01 -11.21
N4 -19.75 5.20 -11.80
C11 -20.76 5.95 -12.19
C12 -19.62 3.74 -11.94
H12 -23.07 7.24 -12.30
H13 -23.34 8.93 -12.77
H14 -22.93 8.47 -11.08
H15 -20.90 9.23 -11.72
H16 -20.96 8.63 -13.36
H17 -18.78 8.21 -11.03
H18 -17.92 5.57 -10.82
H19 -21.67 5.60 -12.65
H20 -20.58 3.34 -12.28
H21 -19.27 3.29 -11.01
H22 -18.93 3.56 -12.76
Br1 -16.64 3.47 -9.37

Results
Charge ... +1
ΔE to the lowest compared entry with this formula, charge and spin ... 57.3 kJ/mol

(2)
C22H67CrHgO16S as an isolated structure at a distorted geometry. Source: the Open Molecules 2025 dataset; level of theory: wB97M-V/def2-TZVPD.

Geometry (Å):
Hg1 6.41 7.28 10.18
Cr1 6.01 11.39 13.97
S1 6.09 9.40 12.15
O1 6.72 9.64 13.45
O2 5.28 10.61 12.15
O3 6.99 9.30 11.02
O4 5.29 8.20 12.08
O5 4.51 10.52 15.25
H1 4.20 9.73 14.76
C1 1.64 12.74 13.84
C2 1.66 11.27 13.33
O6 1.83 10.44 14.41
H2 2.57 12.91 14.39
H3 0.83 12.79 14.56
H4 1.60 13.57 13.14
H5 2.40 11.11 12.55
H6 0.69 11.11 12.86
H7 2.73 10.58 14.73
C3 2.83 12.29 8.23
C4 3.55 12.32 9.60
O7 3.87 11.00 9.95
H8 1.93 11.67 8.19
H9 3.50 11.91 7.46
H10 2.51 13.31 8.01
H11 2.91 12.76 10.36
H12 4.45 12.94 9.63
H13 4.32 10.92 10.79
C5 2.88 4.42 10.11
C6 4.38 4.34 10.35
O8 4.79 5.63 10.82
H14 2.44 4.61 11.09
H15 2.54 3.44 9.77
H16 2.60 5.21 9.41
H17 4.93 4.06 9.45
H18 4.63 3.65 11.15
H19 4.26 5.91 11.57
C7 10.86 8.18 15.29
C8 9.34 8.48 15.25
O9 9.03 8.62 13.86
H20 11.08 7.25 14.77
H21 11.17 8.04 16.32
H22 11.45 8.96 14.81
H23 9.08 9.43 15.72
H24 8.68 7.73 15.69
H25 8.20 9.09 13.79
C9 10.11 11.90 13.46
C10 9.06 12.91 12.82
O10 7.78 12.31 12.63
H26 11.06 12.40 13.62
H27 10.32 11.06 12.79
H28 9.82 11.49 14.42
H29 9.47 13.26 11.88
H30 8.87 13.77 13.47
H31 7.79 12.10 11.70
C11 10.70 7.51 10.17
C12 9.75 8.45 9.40
O11 8.49 7.78 9.17
H32 10.34 7.07 11.10
H33 11.56 8.05 10.55
H34 11.09 6.77 9.46
H35 10.12 8.82 8.45
H36 9.44 9.28 10.04
H37 8.59 7.14 8.45
C13 5.94 15.17 12.32
C14 4.92 13.99 12.45
O12 5.26 13.45 13.72
H38 5.78 15.72 11.39
H39 6.95 14.79 12.19
H40 5.96 15.92 13.12
H41 5.01 13.29 11.61
H42 3.86 14.24 12.45
H43 5.00 14.19 14.27
C15 7.37 13.19 8.70
C16 7.22 11.70 8.93
O13 8.01 11.39 10.01
H44 8.39 13.40 8.40
H45 7.15 13.77 9.59
H46 6.68 13.46 7.89
H47 7.56 11.14 8.06
H48 6.21 11.35 9.15
H49 7.82 10.51 10.34
C17 9.28 5.02 12.91
C18 7.87 5.37 12.40
O14 7.90 6.72 11.98
H50 9.63 5.70 13.69
H51 10.02 5.00 12.12
H52 9.23 4.04 13.40
H53 7.14 5.30 13.21
H54 7.64 4.70 11.57
H55 8.26 7.24 12.70
C19 1.92 8.42 11.42
C20 2.06 7.57 12.68
O15 3.19 6.81 12.53
H56 1.93 7.76 10.55
H57 2.68 9.20 11.35
H58 0.95 8.92 11.45
H59 1.18 6.96 12.85
H60 2.18 8.28 13.50
H61 3.92 7.40 12.33
C21 5.58 6.78 15.50
C22 4.30 7.24 16.27
O16 4.61 8.12 17.30
H62 5.25 6.05 14.76
H63 6.36 6.32 16.11
H64 5.99 7.65 14.98
H65 3.84 6.38 16.77
H66 3.61 7.63 15.53
H67 5.10 7.62 17.95

Results
Multiplicity ... 6

(3)
One molecule with the formula C17H20N2O5S at a distorted geometry. Source: the Open Molecules 2025 dataset; level of theory: wB97M-V/def2-TZVPD.

Geometry (Å):
C1 -1.33 -3.72 -0.20
C2 -0.44 -2.59 0.23
C3 0.68 -2.84 1.01
C4 1.52 -1.81 1.40
C5 1.23 -0.52 1.00
C6 0.12 -0.24 0.23
C7 -0.72 -1.28 -0.15
C8 -1.90 -0.95 -1.02
O1 -1.80 -0.64 -2.19
N1 -3.09 -1.07 -0.38
H1 -3.10 -1.23 0.61
C9 -4.35 -0.69 -1.01
C10 -4.90 0.56 -0.43
C11 -4.61 1.88 -0.66
C12 -5.42 2.63 0.23
C13 -6.13 1.72 0.94
O2 -5.82 0.47 0.56
H2 -6.86 1.82 1.71
H3 -5.46 3.69 0.32
H4 -3.91 2.25 -1.38
H5 -4.12 -0.55 -2.07
H6 -5.07 -1.50 -0.88
H7 -0.08 0.78 -0.06
S1 2.37 0.81 1.39
O3 3.14 0.44 2.54
O4 1.65 2.05 1.41
N2 3.41 0.86 0.10
C14 4.29 -0.28 -0.05
H8 4.70 -0.51 0.94
C15 5.41 0.11 -1.03
H9 6.05 -0.75 -1.24
O5 4.87 0.52 -2.26
C16 4.01 1.62 -2.11
H10 3.64 1.87 -3.10
C17 2.85 1.29 -1.16
H11 2.25 2.18 -0.96
H12 2.23 0.51 -1.61
H13 4.57 2.48 -1.70
H14 6.00 0.92 -0.59
H15 3.75 -1.15 -0.44
H16 2.39 -1.98 2.02
H17 0.90 -3.85 1.31
H18 -0.79 -4.66 -0.17
H19 -1.71 -3.55 -1.20
H20 -2.19 -3.80 0.47

Results
ΔE to the lowest compared entry with this formula, charge and spin ... 176.5 kJ/mol
SMILES string ... Cc1ccc(S(=O)(=O)N2CCOCC2)cc1C(=O)NCc1ccco1

The records above give, respectively, E_tot values of -88797.6806 -100089.2623 -42005.7654 eV.